# 1
C5H12N4O | ωB97M-V with the def2-TZVPD basis set

Each line ends with the Mulliken charge.
Element x y z (Å)
H (3.278, -0.489, 1.295)  0.198
N (2.618, 0.135, 0.866)  -0.681
C (1.991, -0.446, -0.051)  0.594
N (2.137, -1.761, -0.521)  -0.387
N (0.961, 0.233, -0.755)  -0.269
C (0.577, 1.498, -0.351)  -0.933
C (-0.677, 1.536, 0.537)  -0.399
C (-1.759, 0.769, -0.359)  -0.822
C (-2.345, -0.601, 0.087)  0.430
N (-1.414, -1.538, 0.491)  -0.421
O (-3.495, -0.924, -0.101)  -0.599
H (1.482, -2.159, -1.253)  0.211
H (2.885, -2.301, -0.160)  0.176
H (0.214, -0.391, -1.039)  0.290
H (1.258, 1.972, 0.254)  0.449
H (0.386, 2.129, -1.259)  0.302
H (-0.562, 1.025, 1.515)  0.344
H (-1.033, 2.558, 0.633)  0.327
H (-2.690, 1.417, -0.533)  0.328
H (-1.373, 0.574, -1.408)  0.383
H (-1.916, -2.094, 1.223)  0.284
H (-0.523, -1.141, 0.888)  0.196

Cartesian forces, eV/Å:
0.5 -0.1 0.2
0.5 0.4 0.8
-1.9 -0.9 -1.9
-1.7 0.6 -1.0
1.7 -2.7 0.1
-2.4 2.1 -0.2
-1.5 -1.8 -2.0
-1.9 0.7 -0.2
0.6 1.0 -1.3
0.5 -0.1 2.5
-0.1 0.3 0.4
1.6 0.8 1.5
0.3 -0.5 0.1
0.3 0.2 -0.1
2.5 0.8 0.7
0.1 -0.3 0.8
0.2 0.5 -0.5
0.1 0.0 0.4
1.3 -0.9 0.3
-0.4 0.3 1.1
1.0 0.0 -1.1
-1.3 -0.5 -0.5

Results
- SMILES string = [H]/N=C(\N)NCCCC(N)=O
- DFT total energy (Eh) = -491.9792

---

# 2
C5H12N4O | ωB97M-V with the def2-TZVPD basis set

Each line ends with the Mulliken charge.
Element x y z (Å)
C (2.249, -1.762, -0.307)  -1.199
C (0.967, -1.512, -0.150)  0.832
C (-1.791, 0.802, -0.484)  -1.282
C (-0.023, 1.594, 1.078)  -1.119
C (-0.649, 0.360, 0.382)  -0.031
N (3.527, 0.430, -0.423)  -0.113
N (0.459, -0.244, -0.470)  0.503
N (0.102, -2.420, 0.468)  -0.457
N (1.068, 0.489, -1.534)  -0.855
O (3.223, 0.873, 0.652)  -0.080
H (2.750, -2.694, -0.236)  0.388
H (-2.112, -0.079, -1.132)  0.290
H (-2.607, 0.849, 0.259)  0.393
H (-1.609, 1.754, -0.941)  0.388
H (0.756, 1.340, 1.863)  0.275
H (-0.761, 2.364, 1.420)  0.371
H (0.509, 2.214, 0.308)  0.259
H (-0.911, -0.377, 1.157)  0.419
H (0.512, -3.188, 0.955)  0.247
H (-0.647, -2.786, -0.178)  0.226
H (2.085, 0.708, -1.331)  0.236
H (0.620, 1.414, -1.767)  0.312

Cartesian forces, eV/Å:
0.4 -0.1 -0.4
0.7 1.5 -0.2
-1.6 -2.6 1.1
0.7 1.1 0.0
2.8 0.9 -0.3
-1.2 1.4 5.0
-1.6 -0.1 0.7
-2.4 -0.3 -1.2
0.7 0.6 -0.2
1.6 -1.7 -4.2
0.7 -0.5 0.0
0.6 1.5 0.2
-0.1 0.7 -0.6
-0.1 0.3 -0.6
-1.2 0.3 -0.8
0.3 -1.0 0.3
-0.1 -0.7 0.4
0.0 0.1 -0.7
0.6 -0.2 0.1
1.1 0.7 0.9
-1.9 -0.2 -0.4
0.2 -1.6 0.8

Results
- DFT total energy (Eh) = -491.7073

---

# 3
C5H12NO | ωB97M-V with the def2-TZVPD basis set

Each line ends with the Mulliken charge.
Element x y z (Å)
C (-0.451, 1.626, -2.006)  -0.931
C (-0.594, 1.850, -0.485)  -0.572
N (-0.605, 0.654, 0.332)  -0.411
C (0.655, -0.119, 0.218)  -0.559
C (0.838, -1.068, 1.393)  -0.600
C (0.007, -2.378, 1.292)  -0.401
O (0.563, -3.412, 1.962)  -0.890
H (-0.598, 0.569, -2.226)  0.299
H (0.525, 1.932, -2.366)  0.233
H (-1.242, 2.105, -2.583)  0.347
H (0.182, 2.544, -0.138)  0.371
H (-1.498, 2.435, -0.287)  0.367
H (-1.340, 0.052, -0.029)  0.240
H (1.442, 0.624, 0.067)  0.436
H (0.692, -0.740, -0.685)  0.265
H (0.648, -0.507, 2.313)  0.288
H (1.871, -1.430, 1.435)  0.311
H (-0.051, -2.589, 0.181)  0.102
H (-1.046, -2.149, 1.611)  0.104

Cartesian forces, eV/Å:
-0.4 -0.3 0.1
-0.3 0.6 -0.2
0.2 -0.2 -0.4
-0.2 0.0 0.1
0.3 0.2 -0.1
0.4 -0.6 0.3
-0.3 0.3 0.0
0.3 -0.2 0.0
0.1 0.0 -0.2
0.1 0.4 0.0
0.2 -0.4 0.0
-0.3 -0.3 0.0
-0.2 0.0 0.3
0.3 0.0 0.4
-0.2 0.0 -0.3
-0.1 -0.2 0.1
0.0 0.1 -0.1
-0.2 0.2 -0.1
0.0 0.1 -0.1

Results
- SMILES string = CCNCCC[O-]
- total charge = -1
- DFT total energy (Eh) = -327.6617

---

# 4
C5H12NO | ωB97M-V with the def2-TZVPD basis set

Each line ends with the Mulliken charge.
Element x y z (Å)
C (1.586, 1.995, -0.125)  -1.348
C (0.201, 1.397, -0.055)  -0.501
C (0.096, -0.089, -0.736)  -0.091
C (0.848, -1.127, 0.220)  -0.773
O (0.449, -0.957, 1.486)  -0.837
N (-1.278, -0.481, -1.079)  -0.518
C (-1.993, -0.835, 0.235)  -0.701
H (1.466, 2.957, 0.314)  0.404
H (2.370, 1.550, 0.550)  0.295
H (1.963, 2.065, -1.136)  0.370
H (0.018, 1.463, 1.112)  0.234
H (-0.420, 2.004, -0.670)  0.386
H (0.578, 0.098, -1.810)  0.351
H (0.620, -2.156, -0.209)  0.248
H (1.941, -0.992, 0.099)  0.376
H (-1.087, -1.308, -1.812)  0.304
H (-1.699, -1.749, 0.805)  0.219
H (-3.056, -0.927, 0.212)  0.380
H (-1.765, -0.031, 0.973)  0.202

Cartesian forces, eV/Å:
1.0 -0.7 0.7
0.4 -2.4 1.6
1.7 1.8 -0.4
-0.7 0.5 -0.2
0.3 -0.2 0.3
0.0 -1.9 0.0
1.0 -0.2 0.4
0.1 1.3 0.0
-0.9 -0.3 -0.8
0.3 0.1 -0.3
-0.6 -0.7 -2.5
-1.0 0.8 -0.1
-0.4 -0.6 2.0
0.1 0.2 -0.1
0.4 0.0 -0.4
-1.2 1.9 2.7
0.5 0.5 -0.8
-1.1 0.3 -1.0
0.0 -0.5 -0.8

Results
- SMILES string = CC[C@@H](C[O-])NC
- total charge = -1
- DFT total energy (Eh) = -327.6259

---

# 5
C5H12NO | ωB97M-V with the def2-TZVPD basis set

Each line ends with the Mulliken charge.
Element x y z (Å)
C (0.185, -1.241, -3.144)  -1.117
C (0.280, -1.220, -1.632)  -0.271
N (0.523, -0.024, -0.986)  -0.281
C (1.108, 0.170, 0.360)  -0.613
C (0.291, 1.142, 1.195)  -0.669
C (-1.065, 0.411, 1.779)  -0.498
O (-1.395, 1.040, 2.869)  -0.890
H (0.837, -2.061, -3.513)  0.299
H (0.605, -0.319, -3.632)  0.314
H (-0.856, -1.248, -3.452)  0.290
H (-0.656, -1.754, -1.151)  0.260
H (1.278, -1.844, -1.302)  0.261
H (-0.319, 0.595, -1.025)  0.232
H (2.109, 0.521, 0.179)  0.275
H (1.218, -0.755, 0.900)  0.394
H (-0.007, 2.020, 0.466)  0.208
H (0.877, 1.481, 2.095)  0.324
H (-0.742, -0.548, 2.086)  0.238
H (-1.645, 0.183, 0.949)  0.243

Cartesian forces, eV/Å:
1.0 1.0 -0.7
1.6 -3.9 2.5
-1.5 4.0 0.1
0.0 0.0 -0.8
-0.9 0.0 -1.1
4.4 1.8 1.5
-2.3 1.5 1.2
-1.0 0.2 -0.1
-0.2 -0.6 0.8
0.0 -0.6 -0.3
1.5 0.3 -1.0
-2.5 0.8 -0.9
1.0 -0.7 0.0
0.8 0.3 0.1
-0.2 -0.7 0.2
0.6 -1.1 1.7
-0.7 -0.1 -1.0
1.2 -2.4 -0.1
-2.5 0.2 -2.2

Results
- SMILES string = CCNCCC[O-]
- total charge = -1
- DFT total energy (Eh) = -327.6118

---

# 6
C5H12NO | ωB97M-V with the def2-TZVPD basis set

Each line ends with the Mulliken charge.
Element x y z (Å)
C (-1.010, -1.947, -1.187)  -1.513
C (-0.913, -0.567, -0.452)  0.552
N (-0.834, -0.831, 0.987)  -0.619
C (0.388, 0.143, -0.909)  -0.425
C (1.173, 0.917, 0.165)  -1.074
C (0.603, 2.051, 1.280)  -0.364
O (-0.160, 1.529, 2.263)  -0.904
H (-0.868, -1.836, -2.266)  0.342
H (-1.980, -2.472, -1.010)  0.339
H (-0.264, -2.572, -0.678)  0.371
H (-1.758, -0.003, -0.798)  0.190
H (-0.808, 0.090, 1.456)  0.312
H (-0.363, -1.585, 1.446)  0.177
H (0.370, 0.753, -1.861)  0.275
H (1.170, -0.636, -1.267)  0.215
H (1.530, 0.243, 0.979)  0.239
H (2.098, 1.459, -0.118)  0.465
H (0.053, 2.697, 0.578)  0.198
H (1.575, 2.566, 1.393)  0.221

Cartesian forces, eV/Å:
-0.6 0.2 0.9
2.1 -2.4 0.0
-2.5 1.6 -0.9
2.5 0.0 -1.3
0.6 0.7 3.0
-1.3 -1.9 -2.5
1.0 0.8 -0.2
0.3 -0.2 0.1
0.5 0.6 -0.1
0.2 0.0 -0.7
-0.7 0.6 0.7
0.6 -0.4 0.9
0.5 -0.1 -0.7
-0.8 -0.3 0.9
-1.2 0.5 0.6
-0.1 -0.3 -0.9
-0.4 -0.6 -1.0
-0.4 0.9 0.0
0.0 0.1 1.2

Results
- SMILES string = C[C@@H](N)CCC[O-]
- total charge = -1
- DFT total energy (Eh) = -327.6425

---

# 7
C5H12NO | ωB97M-V with the def2-TZVPD basis set

Each line ends with the Mulliken charge.
Element x y z (Å)
C (-1.701, 3.409, -0.441)  -0.581
N (-0.391, 3.995, -0.446)  -0.812
C (0.158, -0.649, 0.343)  0.219
C (0.774, -1.712, -0.412)  -0.387
C (1.163, -2.958, 0.333)  -0.386
O (0.388, -3.232, 1.378)  -0.799
C (-0.029, 0.646, -0.426)  -1.380
H (-2.521, 4.141, -0.596)  0.287
H (-1.827, 2.783, 0.468)  0.139
H (-1.907, 2.663, -1.278)  0.115
H (0.048, 3.732, -1.328)  0.032
H (0.178, -0.549, 1.417)  0.499
H (-0.546, -1.537, 0.020)  0.100
H (0.686, -1.665, -1.489)  0.393
H (1.336, -3.829, -0.347)  0.279
H (2.230, -2.732, 0.635)  0.176
H (0.612, 0.755, -1.316)  0.326
H (0.283, 1.535, 0.122)  0.602
H (-1.066, 0.750, -0.758)  0.178

Cartesian forces, eV/Å:
0.3 -0.7 -1.0
0.4 -0.3 -0.1
2.0 0.8 -2.6
-0.2 0.1 2.4
0.2 -1.0 0.3
-0.1 0.4 0.0
-0.2 0.0 -0.5
-0.2 -0.1 0.6
-0.7 0.4 0.1
0.1 0.4 0.4
0.0 0.2 0.0
-0.1 -0.9 0.1
-1.2 -0.3 0.3
0.4 0.3 -0.2
-0.3 0.3 -0.4
0.1 0.4 -0.3
-0.2 -0.6 0.1
-0.5 0.2 0.5
0.1 0.4 0.3

Results
- total charge = -1
- DFT total energy (Eh) = -327.4739

---

# 8
C5H12NO | ωB97M-V with the def2-TZVPD basis set

Each line ends with the Mulliken charge.
Element x y z (Å)
C (-1.675, 1.672, 0.313)  -1.203
C (-0.301, 1.201, -0.156)  -0.566
C (0.181, -0.004, 0.645)  0.001
C (-0.598, -1.351, 0.577)  -0.214
O (-0.045, -2.202, 1.474)  -0.917
N (1.575, -0.296, 0.195)  -0.512
C (1.729, -0.804, -1.156)  -0.870
H (-2.196, 2.315, -0.409)  0.375
H (-2.336, 0.815, 0.386)  0.316
H (-1.565, 2.203, 1.255)  0.268
H (-0.400, 0.966, -1.232)  0.210
H (0.459, 1.975, -0.215)  0.494
H (0.319, 0.275, 1.693)  0.150
H (-1.662, -1.071, 0.826)  0.158
H (-0.618, -1.790, -0.441)  0.091
H (1.868, -1.030, 0.840)  0.338
H (2.001, 0.027, -1.816)  0.262
H (0.839, -1.251, -1.583)  0.277
H (2.422, -1.650, -1.196)  0.342

Cartesian forces, eV/Å:
0.1 0.4 -0.5
-0.8 -0.4 -1.1
1.3 -0.3 -1.6
-0.3 0.4 1.7
0.0 -0.2 -0.1
0.5 -0.1 0.8
-0.2 0.1 -0.1
0.4 0.3 0.1
0.0 -0.1 0.5
-0.4 -0.1 0.2
0.0 -0.5 0.3
0.1 0.4 0.6
-0.4 -0.1 0.1
0.0 -0.3 -0.2
-0.1 0.5 -0.3
-0.2 0.0 -0.1
0.4 -0.3 -0.2
-0.6 0.0 0.0
0.5 0.5 0.0

Results
- SMILES string = CC[C@@H](C[O-])NC
- total charge = -1
- DFT total energy (Eh) = -327.6665

---

# 9
C5H12NO | ωB97M-V with the def2-TZVPD basis set

Each line ends with the Mulliken charge.
Element x y z (Å)
C (2.264, 0.491, -1.989)  -1.163
C (0.732, 0.486, -2.042)  -0.330
C (0.150, 0.101, -0.606)  -0.692
C (-0.899, -0.722, -0.427)  -0.049
N (-1.189, -1.305, 0.844)  -0.131
C (-1.616, -2.517, 0.832)  -0.548
H (2.767, 1.350, -2.278)  0.347
H (2.599, -0.286, -2.682)  0.284
H (2.737, 0.156, -1.067)  0.364
H (0.290, -0.135, -2.811)  0.327
H (0.337, 1.542, -2.275)  0.215
H (0.637, 0.668, 0.163)  0.378
H (-1.734, -0.884, -1.251)  0.284
H (-0.893, -0.628, 1.669)  0.266
H (-1.971, -2.931, -0.173)  0.144
H (-1.884, -3.226, 1.602)  0.310
H (1.049, 2.939, 3.089)  0.334
H (-0.181, 3.062, 2.194)  0.306
O (0.097, 2.559, 2.914)  -0.644

Cartesian forces, eV/Å:
-0.3 -2.7 -0.4
-1.7 2.2 2.2
-0.4 0.2 -2.9
-0.8 0.6 -0.3
2.1 7.1 0.8
-2.6 -6.0 -1.7
0.5 2.0 -0.6
0.1 0.1 -0.2
-0.5 0.1 0.4
0.2 -0.3 0.0
0.7 -1.3 0.2
0.5 -0.6 0.8
2.3 -0.3 1.5
-0.9 -2.7 -2.0
0.7 0.9 1.4
0.3 0.9 0.7
-2.8 -1.2 -0.4
-0.9 1.3 -2.0
3.7 -0.1 2.3

Results
- multiplicity = 2
- DFT total energy (Eh) = -327.5470

---

# 10
C5H12NO | ωB97M-V with the def2-TZVPD basis set

Each line ends with the Mulliken charge.
Element x y z (Å)
C (1.287, -1.627, 2.409)  -1.295
C (-0.056, -1.413, 1.734)  -0.286
C (-0.013, -0.442, 0.586)  -0.316
C (-1.045, 0.019, -0.109)  -0.099
N (-0.973, 0.847, -1.264)  0.091
C (-1.943, 0.992, -2.104)  -0.199
H (1.151, -2.287, 3.263)  0.350
H (2.075, -2.021, 1.766)  0.351
H (1.697, -0.677, 2.754)  0.351
H (-0.581, -2.298, 1.367)  0.345
H (-0.737, -1.015, 2.493)  0.304
H (0.866, 0.210, 0.567)  0.297
H (-2.064, -0.304, 0.079)  0.397
H (-0.025, 1.169, -1.524)  0.176
H (-2.925, 1.236, -1.700)  0.285
H (-1.874, 0.806, -3.170)  0.288
H (2.205, 1.790, -2.756)  0.316
H (1.546, 2.980, -2.121)  0.308
O (1.409, 2.035, -2.268)  -0.662

Cartesian forces, eV/Å:
0.3 -0.1 -0.2
-0.7 0.3 -0.5
0.6 2.0 1.0
-1.7 0.0 0.6
1.0 -0.3 -0.3
-0.7 0.2 0.7
0.2 0.0 0.0
-0.3 -0.3 -0.1
-0.2 0.1 0.2
0.4 -0.4 0.2
-0.1 0.2 -0.1
0.4 -0.7 -0.7
0.1 -0.3 -0.1
0.3 -0.8 -0.8
-0.2 -1.2 0.1
0.8 1.3 -0.2
-0.1 -0.3 0.0
-0.2 0.0 0.1
0.2 0.3 0.0

Results
- total charge = +1
- DFT total energy (Eh) = -327.3815

---

# 11
C5H12NO | ωB97M-V with the def2-TZVPD basis set

Each line ends with the Mulliken charge.
Element x y z (Å)
O (1.658, 1.080, 1.600)  -0.497
C (0.351, 0.571, 1.629)  -0.746
C (0.210, -0.322, 0.411)  0.002
C (0.651, 0.285, -0.919)  -0.667
C (-0.107, -0.561, -1.933)  -0.524
C (-1.513, -0.482, -1.333)  -0.643
N (-1.268, -0.653, 0.161)  -0.074
H (1.955, 1.247, 2.504)  0.342
H (-0.382, 1.381, 1.529)  0.315
H (0.153, 0.007, 2.537)  0.419
H (0.713, -1.287, 0.518)  0.292
H (0.301, 1.318, -0.944)  0.315
H (1.728, 0.328, -1.084)  0.381
H (0.267, -1.589, -1.958)  0.288
H (-0.081, -0.140, -2.933)  0.357
H (-2.314, -1.128, -1.684)  0.376
H (-1.836, 0.544, -1.499)  0.323
H (-1.836, 0.045, 0.636)  0.361
H (-1.521, -1.592, 0.451)  0.381

Cartesian forces, eV/Å:
0.0 -0.1 0.2
0.1 -0.1 -0.3
0.4 -0.5 -0.5
0.0 0.1 0.1
-0.4 -0.1 0.1
0.3 0.4 -0.6
0.1 0.6 -0.6
0.0 0.0 -0.2
-0.1 0.2 0.1
-0.1 0.0 0.2
0.0 0.1 0.3
0.0 0.2 -0.2
-0.1 -0.3 0.3
0.0 0.1 -0.1
0.0 -0.1 -0.1
0.3 -0.3 0.1
-0.2 0.0 0.3
-0.2 -0.3 0.4
0.0 0.0 0.3

Results
- SMILES string = OC[C@@H]1CCC[NH2+]1
- total charge = +1
- DFT total energy (Eh) = -327.4576

---

# 12
C5H12NO | ωB97M-V with the def2-TZVPD basis set

Each line ends with the Mulliken charge.
Element x y z (Å)
C (-0.952, 1.001, 1.795)  -1.029
C (-0.317, 0.738, 0.678)  0.526
C (-0.268, 1.743, -0.794)  -0.826
O (-0.255, 0.908, -1.881)  -0.542
C (0.526, -0.605, 0.544)  0.072
C (-0.354, -1.880, 0.434)  -1.153
N (1.370, -0.548, -0.738)  -0.455
H (-0.908, 0.270, 2.555)  0.276
H (-1.421, 1.945, 1.937)  0.337
H (0.640, 2.281, -0.677)  0.347
H (-1.078, 2.425, -0.797)  0.485
H (-1.175, 0.894, -2.142)  0.346
H (1.193, -0.824, 1.284)  0.389
H (-1.114, -1.765, -0.362)  0.340
H (-0.896, -1.992, 1.468)  0.303
H (0.242, -2.820, 0.291)  0.408
H (1.948, 0.250, -1.054)  0.336
H (0.862, -0.575, -1.709)  0.451
H (1.958, -1.445, -0.831)  0.392

Cartesian forces, eV/Å:
0.5 0.3 -0.9
1.4 0.2 -3.2
0.6 -2.2 4.6
-0.8 0.1 -1.2
-3.1 0.8 -3.1
-0.7 0.0 1.5
1.1 -2.5 -3.6
-0.1 -0.4 1.1
-0.6 0.4 0.2
0.9 0.5 -0.3
-0.9 0.6 0.2
-0.2 -0.5 -0.7
1.9 0.3 2.2
0.3 -0.2 0.5
0.9 0.2 -2.1
-0.4 0.9 0.0
0.2 -0.1 1.6
-0.3 -0.1 2.5
-0.6 1.8 0.7

Results
- SMILES string = C=C(CO)[C@@H](C)[NH3+]
- total charge = +1
- DFT total energy (Eh) = -327.3762